No. 1
C10H10BrFTc as an isolated structure, computed with ωB97M-V/def2-TZVPD.

Values from the calculation:
- <S²> = 3.787
- E_LUMO (alpha / beta) (eV) = -0.35 / -1.51
- multiplicity = 4
- ΔE to the lowest compared entry with this formula, charge and spin (kcal/mol) = 24.8
- charge = 0

Element x y z (Å)
1 C 1.46 -1.01 1.54
2 C 1.94 0.00 2.44
3 C 0.91 0.19 3.47
4 H 2.89 0.50 2.37
5 C -0.23 -0.59 3.09
6 C 0.09 -1.31 1.89
7 H -0.56 -2.03 1.39
8 H 1.98 -1.60 0.78
9 H 0.93 0.80 4.38
10 H -1.17 -0.69 3.62
11 Tc 0.21 0.81 1.49
12 Br 1.40 0.75 -0.63
13 C -1.65 1.19 -2.64
14 C -2.14 -0.15 -2.52
15 C -1.07 -1.04 -2.80
16 H -3.16 -0.44 -2.28
17 C 0.09 -0.27 -3.10
18 C -0.28 1.12 -3.00
19 H 0.37 1.97 -3.20
20 H -2.22 2.10 -2.51
21 H -1.12 -2.13 -2.81
22 H 1.07 -0.65 -3.36
23 F 0.27 2.46 2.39

Löwdin population analysis, charges in e, atoms 1 to 4: atom 1 (C): -0.3115, atom 2 (C): -0.2226, atom 3 (C): -0.1565, atom 4 (H): 0.1146

***

No. 2
One molecule with the formula HO2PS, computed with ωB97M-V/def2-TZVPD.

Values from the calculation:
- E_LUMO (alpha / beta) (eV) = -2.08 / -2.08
- ΔE to the lowest compared entry with this formula, charge and spin (kcal/mol) = 64.9
- charge = 0
- SMILES = O=S(=O)=P

Element x y z (Å)
1 O -2.49 -1.20 1.75
2 S -1.14 -0.87 1.39
3 O -0.40 -0.28 2.47
4 P -1.05 -0.44 -0.67
5 H -0.04 0.36 -0.16

Löwdin population analysis, charges in e, atoms 1 to 4: atom 1 (O): -0.4167, atom 2 (S): 0.4270, atom 3 (O): -0.3729, atom 4 (P): 0.5887

***

No. 3
C15H19IN7ReS2 as an isolated structure, computed with ωB97M-V/def2-TZVPD.

Values from the calculation:
- <S²> = 3.783
- E_LUMO (alpha / beta) (eV) = -9.83 / -11.19
- multiplicity = 4
- ΔE to the lowest compared entry with this formula, charge and spin (kcal/mol) = 13.0
- charge = +3

Element x y z (Å)
1 Re -13.92 5.96 -8.00
2 C -15.53 9.74 -6.69
3 C -15.18 8.33 -6.87
4 N -14.63 7.84 -7.96
5 N -14.33 8.82 -8.96
6 C -13.66 8.29 -9.97
7 N -13.40 9.06 -11.00
8 S -13.02 6.67 -9.98
9 C -15.42 7.37 -5.81
10 C -16.03 7.65 -4.58
11 C -16.15 6.63 -3.62
12 C -15.54 5.41 -3.89
13 C -14.93 5.20 -5.11
14 N -14.89 6.12 -6.04
15 H -16.55 9.67 -6.91
16 H -15.06 10.40 -7.39
17 H -15.37 10.08 -5.63
18 H -13.83 9.98 -11.09
19 H -12.84 8.75 -11.76
20 H -16.38 8.67 -4.44
21 H -16.70 6.86 -2.71
22 H -15.61 4.68 -3.19
23 H -14.59 4.24 -5.30
24 C -18.90 2.77 -8.60
25 N -17.59 3.30 -8.91
26 C -17.08 4.41 -8.47
27 N -17.75 5.10 -7.54
28 S -15.67 5.06 -9.35
29 H -19.22 1.96 -9.27
30 H -19.58 3.58 -8.79
31 H -18.97 2.43 -7.59
32 H -17.04 2.83 -9.60
33 H -18.72 4.81 -7.36
34 H -17.58 6.07 -7.59
35 I -12.29 3.73 -7.87
36 C -11.14 5.31 -7.16
37 C -9.78 5.43 -6.81
38 C -9.31 6.66 -6.40
39 C -10.15 7.73 -6.29
40 C -11.50 7.57 -6.64
41 N -11.98 6.37 -7.04
42 H -9.09 4.62 -6.94
43 H -8.27 6.77 -6.17
44 H -9.77 8.69 -6.04
45 H -12.24 8.39 -6.60

Löwdin population analysis, charges in e, atoms 1 to 4: atom 1 (Re): 0.8468, atom 2 (C): 0.0276, atom 3 (C): -0.2600, atom 4 (N): -0.1779

***

No. 4
A 6-piece molecular cluster, C21H29Cl20N2 overall, computed with ωB97M-V/def2-TZVPD.

Values from the calculation:
- E_LUMO (eV) = -4.56
- charge = +1

Element x y z (Å)
1 C 5.83 -0.93 0.37
2 C 5.14 0.36 0.81
3 C 4.95 1.28 -0.41
4 C 3.70 0.89 -1.24
5 C 2.63 1.99 -1.45
6 C 2.29 2.90 -0.29
7 C 1.51 2.25 0.87
8 C 0.03 2.19 0.47
9 C -0.83 1.47 1.50
10 C -2.33 1.71 1.28
11 C -3.15 0.59 1.95
12 C -3.29 -0.62 1.02
13 C -4.30 -0.34 -0.03
14 C -3.97 0.13 -1.29
15 C -4.98 0.36 -2.17
16 C -6.29 0.13 -1.76
17 N -6.61 -0.29 -0.57
18 N -5.58 -0.51 0.24
19 H 6.40 -1.37 1.18
20 H 5.10 -1.66 0.03
21 H 6.52 -0.78 -0.46
22 H 4.16 0.07 1.17
23 H 5.65 0.84 1.64
24 H 4.98 2.34 -0.15
25 H 5.82 1.10 -1.04
26 H 4.06 0.65 -2.23
27 H 3.29 -0.04 -0.85
28 H 1.71 1.46 -1.69
29 H 2.90 2.55 -2.34
30 H 1.62 3.67 -0.68
31 H 3.15 3.44 0.11
32 H 1.54 2.94 1.71
33 H 1.89 1.27 1.12
34 H -0.33 3.22 0.40
35 H -0.10 1.76 -0.52
36 H -0.55 1.82 2.48
37 H -0.60 0.41 1.42
38 H -2.59 2.63 1.78
39 H -2.55 1.76 0.22
40 H -2.60 0.31 2.85
41 H -4.13 0.93 2.26
42 H -3.55 -1.51 1.58
43 H -2.34 -0.83 0.53
44 H -2.95 0.30 -1.58
45 H -4.79 0.73 -3.16
46 H -7.09 0.31 -2.45
47 H -5.82 -0.84 1.17
48 C 3.79 -2.36 3.60
49 Cl 2.95 -1.77 2.14
50 Cl 4.21 -4.06 3.42
51 Cl 5.27 -1.44 3.87
52 Cl 2.72 -2.15 4.99
53 C 1.77 -6.93 1.07
54 Cl 0.33 -7.93 1.23
55 Cl 2.16 -6.70 -0.64
56 Cl 1.49 -5.35 1.82
57 Cl 3.13 -7.71 1.87
58 C -4.06 -3.93 -3.47
59 Cl -5.66 -4.65 -3.29
60 Cl -3.75 -3.58 -5.17
61 Cl -4.01 -2.39 -2.56
62 Cl -2.83 -5.01 -2.85
63 C -6.05 2.45 -6.22
64 Cl -5.64 2.19 -7.91
65 Cl -7.44 1.44 -5.79
66 Cl -4.67 1.98 -5.21
67 Cl -6.43 4.14 -5.94
68 C 3.84 2.54 4.25
69 Cl 3.96 3.97 3.21
70 Cl 3.31 1.16 3.28
71 Cl 5.41 2.19 4.95
72 Cl 2.67 2.86 5.53

Löwdin population analysis, charges in e, atoms 1 to 4: atom 1 (C): -0.1172, atom 2 (C): -0.3254, atom 3 (C): -0.1859, atom 4 (C): -0.1804

***

No. 5
A 9-piece molecular cluster, C30H42Cl6F3N3O3 overall, computed with ωB97M-V/def2-TZVPD.

Values from the calculation:
- E_LUMO (eV) = 0.19
- charge = 0
- SMILES = Fc1ccccc1.Fc1ccccc1.Fc1ccccc1.CNC(C)=O.CNC(C)=O.CNC(C)=O.ClCCl.ClCCl.ClCCl

Element x y z (Å)
1 F 4.98 -3.50 -2.89
2 C 4.21 -3.27 -1.85
3 C 2.85 -3.05 -2.12
4 C 1.90 -2.97 -1.04
5 C 2.36 -3.25 0.30
6 C 3.74 -3.39 0.49
7 C 4.65 -3.43 -0.57
8 H 2.57 -2.90 -3.15
9 H 0.87 -2.77 -1.28
10 H 1.71 -3.27 1.16
11 H 4.14 -3.59 1.47
12 H 5.69 -3.73 -0.49
13 F -2.25 2.37 -0.49
14 C -3.47 2.05 -0.16
15 C -4.44 3.02 0.09
16 C -5.75 2.73 0.42
17 C -6.14 1.40 0.48
18 C -5.20 0.41 0.19
19 C -3.86 0.70 -0.17
20 H -4.19 4.06 0.25
21 H -6.53 3.46 0.57
22 H -7.17 1.14 0.67
23 H -5.44 -0.64 0.19
24 H -3.26 -0.17 -0.38
25 F 2.54 -3.38 6.58
26 C 2.78 -2.77 5.39
27 C 1.67 -2.33 4.73
28 C 1.84 -1.69 3.53
29 C 3.11 -1.53 3.00
30 C 4.22 -2.01 3.64
31 C 4.05 -2.59 4.95
32 H 0.75 -2.70 5.15
33 H 0.98 -1.53 2.89
34 H 3.15 -0.93 2.10
35 H 5.20 -1.76 3.28
36 H 4.77 -2.93 5.67
37 C -3.10 -1.20 -4.87
38 N -2.55 -2.43 -4.28
39 C -2.03 -2.29 -3.05
40 C -1.29 -3.48 -2.51
41 O -2.06 -1.29 -2.36
42 H -3.38 -1.19 -5.92
43 H -2.35 -0.42 -4.74
44 H -4.04 -0.92 -4.39
45 H -2.40 -3.30 -4.77
46 H -1.21 -3.27 -1.44
47 H -0.36 -3.49 -3.08
48 H -1.85 -4.41 -2.59
49 C 5.25 2.42 1.49
50 N 4.18 3.36 1.70
51 C 3.23 3.64 0.80
52 C 3.19 3.28 -0.63
53 O 2.24 4.20 1.26
54 H 5.67 2.07 2.43
55 H 6.15 2.93 1.14
56 H 5.01 1.61 0.81
57 H 3.94 3.73 2.60
58 H 4.16 3.03 -1.04
59 H 2.56 3.98 -1.18
60 H 2.68 2.36 -0.33
61 C -5.19 2.20 3.73
62 N -4.06 1.43 3.33
63 C -2.84 1.57 3.86
64 C -1.63 0.78 3.36
65 O -2.63 2.33 4.81
66 H -5.13 2.41 4.80
67 H -6.21 1.84 3.64
68 H -5.14 3.21 3.33
69 H -4.10 1.05 2.39
70 H -1.54 -0.13 3.96
71 H -0.69 1.33 3.41
72 H -1.79 0.52 2.31
73 Cl 5.25 -0.14 -5.49
74 C 3.85 0.56 -4.72
75 Cl 4.20 2.15 -3.95
76 H 3.12 0.82 -5.49
77 H 3.47 -0.12 -3.96
78 Cl 1.43 -0.03 -2.03
79 C 0.08 0.47 -0.98
80 Cl -0.20 -0.71 0.40
81 H 0.34 1.45 -0.58
82 H -0.84 0.59 -1.54
83 Cl -2.15 2.08 -3.65
84 C -3.70 2.42 -4.62
85 Cl -5.03 3.03 -3.55
86 H -3.51 3.22 -5.33
87 H -4.02 1.47 -5.06

Löwdin population analysis, charges in e, atoms 1 to 4: atom 1 (F): 0.0831, atom 2 (C): -0.3328, atom 3 (C): -0.0351, atom 4 (C): -0.1183

***

No. 6
A 2-piece molecular cluster, C4H13NOS2 overall, computed with ωB97M-V/def2-TZVPD.

Values from the calculation:
- E_LUMO (eV) = 0.46
- ΔE to the lowest compared entry with this formula, charge and spin (kcal/mol) = 80.2
- charge = 0
- SMILES = CN[C@H](C)CSS.O

Element x y z (Å)
1 C -1.11 -1.28 -1.64
2 N -1.69 -0.23 -0.80
3 C -0.98 -0.05 0.47
4 C -2.14 0.97 1.27
5 C 0.43 0.60 0.37
6 S 1.05 1.12 1.91
7 S 2.86 0.99 2.39
8 H -0.58 -0.92 -2.54
9 H -1.85 -1.96 -1.83
10 H -0.25 -1.97 -1.13
11 H -2.76 -0.51 -0.82
12 H -0.83 -0.92 1.02
13 H -2.01 2.04 0.82
14 H -1.77 0.94 2.30
15 H -3.14 0.68 0.82
16 H 0.97 -0.08 -0.31
17 H 0.53 1.50 -0.21
18 H 3.61 1.88 1.80
19 O 3.05 -1.21 -1.50
20 H 3.39 -1.26 -0.59
21 H 3.22 -0.35 -1.83

Löwdin population analysis, charges in e, atoms 1 to 4: atom 1 (C): -0.1561, atom 2 (N): -0.1391, atom 3 (C): -0.4027, atom 4 (C): -0.0428